{
  "formula": "C14H20Cl3NO3Zr",
  "method": "ωB97M-V/def2-TZVPD",
  "species": ["C", "C", "C", "C", "C", "C", "C", "C", "C", "C", "Zr", "Cl", "Cl", "Cl", "H", "H", "H", "H", "H", "H", "H", "H", "H", "H", "H", "H", "H", "H", "H", "O", "H", "O", "C", "C", "C", "C", "O", "N", "H", "H", "H", "H"],
  "xyz": [[-0.9071, 0.6335, -1.9689], [-1.7348, -0.5024, -1.8183], [-0.9113, -1.6286, -1.5912], [-3.2113, -0.5195, -1.9290], [0.4582, -1.1975, -1.6205], [0.4628, 0.2127, -1.8564], [1.6601, 1.0637, -2.0717], [-1.3878, 1.9886, -2.3259], [-1.3945, -3.0257, -1.4909], [1.6497, -2.0814, -1.5592], [-0.3541, -0.1572, 0.2445], [-2.5245, -0.0079, 1.1801], [-0.2562, 2.2029, 0.6080], [-0.2801, -2.3065, 1.3756], [-3.6472, 0.4244, -1.6188], [-3.6497, -1.3023, -1.3188], [-3.4988, -0.6995, -2.9670], [-2.2548, -3.1059, -0.8329], [-0.6289, -3.6920, -1.1125], [-1.6937, -3.3739, -2.4816], [1.5002, -2.9030, -0.8652], [2.5322, -1.5344, -1.2423], [1.8537, -2.5021, -2.5452], [2.5156, 0.6914, -1.5174], [1.4832, 2.0831, -1.7452], [1.9218, 1.0807, -3.1312], [-2.2550, 2.2734, -1.7374], [-1.6749, 2.0009, -3.3794], [-0.6254, 2.7419, -2.1716], [2.4607, 4.1367, 0.5849], [3.4149, 4.1326, 0.7652], [2.3848, 1.0243, 1.7539], [1.6029, 0.6956, 2.6310], [1.8764, 0.8432, 4.0934], [0.5998, 0.2715, 4.7300], [-0.2195, -0.0978, 3.5373], [-1.3265, -0.6011, 3.6250], [0.3979, 0.1699, 2.3640], [2.7708, 0.2545, 4.3872], [2.0070, 1.9178, 4.3455], [0.8160, -0.6370, 5.3318], [0.0693, 1.0337, 5.3411]],
  "e_tot_ev": -61328.424,
  "e_homo_ev": 0.51,
  "orbital_gap_ev": 4.265,
  "max_force_ev_per_a": 5.3,
  "total_charge": -2,
  "e_above_lowest_kj_mol": 34.61
}